This record from the OMol25 dataset describes a molecular structure, C21H31BCl5F4N5O8PRb. The level of theory is ωB97M-V with the def2-TZVPD basis set.

Positions of all 77 atoms, in Å:
Rb1 -1.047 -1.297 -0.732
Cl1 -2.568 4.197 -6.032
Cl2 -1.128 1.481 -5.413
Cl3 -3.749 4.749 -0.790
Cl4 -3.883 5.848 -3.723
Cl5 -2.318 2.013 -0.206
P1 1.687 1.472 -1.257
F1 1.239 -4.772 -3.427
F2 0.100 -3.271 -2.097
F3 0.802 -5.274 -1.220
F4 2.340 -3.648 -1.743
O1 -4.250 -5.146 3.633
O2 -3.365 -2.405 0.293
O3 -3.754 -4.493 5.699
O4 3.271 1.864 -0.924
O5 1.933 0.815 -2.706
O6 -1.173 0.776 -2.567
O7 1.085 2.896 -1.722
O8 -4.021 -4.258 1.363
N1 -0.939 1.281 2.902
N2 -0.324 -3.675 1.150
N3 0.741 -1.172 2.123
N4 -2.480 -1.322 2.655
N5 -2.208 -1.082 3.947
C1 2.111 -0.609 -2.803
C2 1.107 -0.100 3.034
C3 3.593 2.015 0.452
C4 -2.514 3.590 -4.408
C5 -1.769 1.841 -2.827
C6 0.504 1.237 2.638
C7 -2.617 -2.072 4.752
C8 3.491 -0.914 -3.340
C9 -3.034 3.840 -2.082
C10 -3.081 -2.503 2.630
C11 -2.398 2.647 -1.812
C12 -3.760 -4.299 4.493
C13 -3.101 4.337 -3.388
C14 1.091 -3.529 1.476
C15 -1.877 2.390 -4.147
C16 1.341 3.482 -3.006
C17 -3.521 -3.091 1.301
C18 3.227 3.393 0.974
C19 0.663 4.832 -3.035
C20 -3.192 -3.031 3.947
C21 1.299 -2.455 2.531
B1 1.128 -4.258 -2.134
H1 1.093 5.501 -2.287
H2 3.531 3.499 2.019
H3 -0.846 -4.068 1.926
H4 1.971 -1.082 -1.828
H5 0.973 2.020 3.239
H6 -0.420 -4.312 0.365
H7 -4.149 -4.770 2.625
H8 0.774 5.289 -4.020
H9 -1.733 -0.208 4.155
H10 -1.437 0.676 2.251
H11 0.941 2.826 -3.780
H12 -1.288 2.214 2.715
H13 1.332 -0.986 -3.464
H14 -2.487 -2.058 5.820
H15 0.875 -2.789 3.496
H16 2.150 3.556 0.908
H17 0.832 -0.321 4.081
H18 2.199 -0.007 3.011
H19 4.669 1.845 0.538
H20 4.256 -0.522 -2.667
H21 -0.402 4.719 -2.827
H22 3.721 4.166 0.383
H23 -0.270 -1.275 2.091
H24 0.742 1.427 1.586
H25 1.615 -3.243 0.562
H26 3.088 1.240 1.041
H27 1.560 -4.458 1.828
H28 3.625 -0.455 -4.321
H29 2.375 -2.325 2.689
H30 3.609 -1.994 -3.429
H31 2.421 3.569 -3.156

Properties
* LUMO: 3.57 eV
* E_tot: -4785.81083 Ha
* total charge: -2
* orbital gap: 0.24872 Ha
* largest force on an atom: 0.23 eV/A
* energy above the lowest of the compared OMol25 structures with the same formula, charge and spin: 0.121 eV

Mulliken atomic charge list, values in e, 5 entries: Rb 0.994; Cl -0.230; Cl -0.204; Cl -0.229; Cl -0.242



This record from the OMol25 dataset describes a single C21H31BrN4O2 molecule. The level of theory is ωB97M-V with the def2-TZVPD basis set.

Positions of all 59 atoms, in Å:
Br1 3.151 7.546 1.640
O1 1.173 1.584 -1.247
O2 1.108 -3.636 -0.926
N1 -3.779 -3.365 -2.410
N2 -0.538 -2.057 -1.065
N3 1.188 1.848 1.013
N4 2.962 2.447 2.987
C1 -2.838 -2.323 -1.987
C2 5.415 2.758 3.263
C3 0.713 -2.499 -0.770
C4 1.672 3.179 1.094
C5 -5.226 -5.251 -1.728
C6 2.994 4.795 2.285
C7 1.691 5.471 0.361
C8 -3.775 -1.872 -4.193
C9 2.546 5.765 1.404
C10 -4.693 -2.751 -3.363
C11 2.575 3.475 2.129
C12 -4.435 -4.028 -1.297
C13 1.516 -1.319 -0.251
C14 -0.702 -0.623 -0.871
C15 0.450 -0.269 0.081
C16 -1.484 -2.958 -1.710
C17 4.035 1.446 4.905
C18 -2.820 -1.295 -3.140
C19 0.957 1.146 -0.136
C20 1.249 4.164 0.220
C21 4.054 2.623 3.942
H1 0.938 1.410 1.886
H2 -1.601 -3.837 -1.074
H3 -5.458 -2.140 -2.850
H4 -1.814 -1.149 -3.536
H5 3.017 1.555 2.513
H6 3.837 3.530 4.511
H7 2.165 -0.971 -1.058
H8 4.826 1.546 5.648
H9 -3.209 -1.842 -1.067
H10 0.572 3.901 -0.580
H11 -4.310 -1.102 -4.748
H12 -1.672 -0.386 -0.434
H13 -5.634 -5.763 -0.856
H14 0.116 -0.407 1.112
H15 -1.066 -3.317 -2.656
H16 5.423 3.562 2.527
H17 -3.174 -0.324 -2.791
H18 3.677 5.070 3.073
H19 4.205 0.510 4.366
H20 6.195 2.960 3.999
H21 5.669 1.827 2.750
H22 3.077 1.379 5.420
H23 -3.667 -4.333 -0.583
H24 1.365 6.242 -0.322
H25 -3.230 -2.490 -4.907
H26 -0.592 -0.066 -1.804
H27 -6.062 -4.983 -2.374
H28 -5.209 -3.508 -3.953
H29 2.137 -1.613 0.593
H30 -4.583 -5.945 -2.269
H31 -5.098 -3.319 -0.767

Properties
* LUMO: 0.39 eV
* E_tot: -3762.38323 Ha
* orbital gap: 0.31746 Ha
* largest force on an atom: 0.09 eV/A
* energy above the lowest of the compared OMol25 structures with the same formula, charge and spin: 0.150 eV

Mulliken atomic charge list, values in e, 5 entries: Br -0.216; O -0.647; O -0.682; N 0.065; N 0.330



This record from the OMol25 dataset describes a molecular structure, C21H31F12GaNO10 at a distorted geometry. The level of theory is ωB97M-V with the def2-TZVPD basis set.

Positions of all 76 atoms, in Å:
Ga1 -0.197 -0.574 -1.997
F1 -3.633 -0.623 6.810
F2 0.264 -5.473 -3.739
F3 0.587 -7.517 -4.363
F4 8.059 6.299 -2.313
F5 7.109 7.612 -3.738
F6 -1.974 4.797 2.307
F7 -3.191 4.032 3.924
F8 6.597 7.744 -1.643
F9 -4.309 -0.027 8.775
F10 -3.765 3.679 1.871
F11 2.099 -6.480 -3.223
F12 -5.387 -1.539 7.674
O1 -0.694 2.639 3.282
O2 5.787 4.937 -1.842
O3 -1.213 -7.012 -2.106
O4 3.098 -0.485 -5.842
O5 -5.042 1.929 7.079
O6 -2.284 1.376 2.297
O7 4.953 5.871 -3.719
O8 0.716 -7.648 -1.123
O9 3.184 0.826 -1.065
O10 -6.622 0.522 6.295
N1 1.322 -0.872 -0.799
C1 -0.254 -1.978 -3.531
C2 0.152 1.482 3.395
C3 0.126 -7.157 -2.050
C4 -1.897 2.437 2.708
C5 -5.736 3.036 6.483
C6 5.765 5.851 -2.830
C7 1.479 -2.480 -5.509
C8 0.437 -1.425 -4.912
C9 0.770 -6.654 -3.339
C10 0.882 1.219 2.093
C11 5.119 2.824 -2.842
C12 2.873 -1.898 -6.038
C13 -4.737 -0.368 7.541
C14 -5.602 0.716 6.902
C15 -6.877 3.492 7.372
C16 4.753 3.936 -1.882
C17 2.116 0.168 -0.943
C18 -1.946 -7.490 -0.968
C19 6.881 6.874 -2.636
C20 -2.705 3.732 2.697
C21 -1.936 -6.461 0.146
H1 -0.275 0.950 -2.534
H2 0.182 0.975 1.290
H3 3.788 4.384 -2.132
H4 -6.513 3.720 8.377
H5 0.272 -2.921 -3.155
H6 -6.083 2.783 5.478
H7 1.701 -3.303 -4.738
H8 1.432 2.108 1.772
H9 -0.416 -1.307 -5.675
H10 -2.307 -5.499 -0.216
H11 4.373 2.028 -2.811
H12 0.853 -0.401 -4.649
H13 -2.972 -7.657 -1.303
H14 -7.633 2.710 7.475
H15 3.729 -2.474 -5.519
H16 3.003 -2.121 -7.162
H17 5.188 3.194 -3.868
H18 0.969 -2.993 -6.411
H19 1.583 0.390 2.204
H20 -7.355 4.383 6.958
H21 3.074 -0.349 -4.871
H22 -1.367 -2.175 -3.755
H23 -0.422 0.610 3.719
H24 0.877 1.700 4.183
H25 -2.559 -6.790 0.980
H26 -1.526 -0.851 -1.100
H27 -0.922 -6.292 0.517
H28 6.097 2.404 -2.589
H29 -5.009 3.844 6.378
H30 -1.556 -8.454 -0.631
H31 4.668 3.533 -0.871

Properties
* LUMO: 2.01 eV
* E_tot: -4749.17476 Ha
* total charge: -1
* orbital gap: 0.25638 Ha
* largest force on an atom: 8.06 eV/A

Mulliken atomic charge list, values in e, 5 entries: Ga 0.359; F -0.236; F -0.204; F -0.266; F -0.246